{
  "formula": "H80O40",
  "method": "wB97M-V/def2-TZVPD",
  "species": ["H", "H", "O", "H", "H", "O", "H", "H", "O", "H", "H", "O", "H", "H", "O", "H", "O", "H", "O", "H", "H", "O", "H", "H", "O", "H", "H", "O", "H", "H", "O", "H", "O", "H", "H", "O", "H", "H", "O", "H", "H", "O", "H", "H", "O", "H", "H", "O", "H", "H", "O", "H", "O", "H", "H", "O", "H", "O", "H", "H", "O", "H", "H", "O", "H", "H", "O", "H", "H", "O", "H", "H", "O", "H", "H", "O", "H", "H", "O", "H", "H", "O", "H", "H", "O", "H", "H", "O", "H", "O", "H", "H", "O", "H", "H", "H", "H", "H", "H", "O", "H", "H", "O", "H", "H", "O", "H", "H", "O", "H", "H", "O", "H", "H", "O", "H", "H", "O", "H", "H"],
  "positions_angstrom": [[-3.4583, -2.5687, -3.7770], [-3.3128, -2.2171, -5.1789], [-3.8932, -2.2145, -4.4413], [3.7397, -1.2928, -5.5913], [2.7471, -0.4479, -4.7037], [3.2666, -1.2612, -4.7791], [-2.8734, 5.7464, 2.5912], [-3.7274, 4.4957, 2.1068], [-3.1060, 5.2150, 1.7841], [-2.2191, 2.9579, -3.2821], [-2.8694, 1.8970, -3.6533], [-2.2288, 2.6023, -4.0824], [-1.4699, -2.0313, -0.1565], [-0.3670, -1.1394, -0.5761], [-1.2363, -1.0846, -0.3911], [-0.6243, -4.0056, 4.1898], [-1.0887, -3.2913, 3.8352], [2.7181, 4.4891, -2.2366], [3.3595, 3.9825, -2.4032], [-4.5132, -0.2090, 0.9163], [-3.6548, -0.0965, 2.2607], [-3.9940, 0.3635, 1.5443], [1.3248, 1.7937, 3.9886], [0.2152, 1.0614, 3.4616], [0.4737, 1.9107, 3.8054], [2.9896, -3.0736, -2.1122], [2.0836, -2.8491, -0.8950], [1.9721, -2.9253, -1.9169], [4.5832, 3.2674, 0.2329], [4.2469, 4.4778, 0.5744], [4.3367, 3.6945, 0.9565], [-1.2768, -3.3107, -2.7225], [-1.6865, -2.4993, -2.9802], [-2.7661, 0.1270, -1.1995], [-2.9604, -0.5616, -2.7098], [-3.3746, -0.0162, -1.9358], [-0.6314, 3.1943, 2.8527], [-1.0212, 4.5230, 3.6513], [-1.3244, 3.7693, 3.1748], [2.7458, -0.1727, 5.3844], [3.9622, 0.2952, 5.7979], [3.6480, -0.2818, 5.0272], [-4.8923, -0.2105, -0.9414], [-4.5707, -1.4279, -0.1264], [-5.3567, -0.8642, -0.2995], [4.7997, 0.2507, -1.3048], [6.2575, 0.6528, -0.9881], [5.4766, 0.8154, -1.1187], [1.1003, 2.8883, -2.9807], [0.2765, 3.8726, -3.7807], [1.0998, 3.5776, -3.5771], [1.3170, -5.0350, 2.5368], [1.5206, -4.2684, 3.1417], [-1.2497, 1.4999, -4.8240], [-1.7685, 0.9269, -6.2410], [-1.0084, 0.7882, -5.6146], [0.2826, -0.9308, -4.3767], [0.4142, -1.0715, -3.4396], [-2.9451, -6.0122, 0.1948], [-3.7175, -5.5057, 1.0136], [-2.8170, -5.2741, 0.6378], [-3.6964, -3.3165, 3.0091], [-4.3093, -3.2599, 1.6764], [-3.4907, -2.9710, 2.1955], [0.9702, -0.0834, -1.3676], [2.0084, -0.3831, -0.3922], [1.5885, -0.8129, -1.2164], [2.4408, 1.8813, -5.0236], [1.0715, 1.1764, -5.7812], [2.0823, 1.1024, -5.6426], [-4.2549, -2.0129, 4.0578], [-2.6913, -2.0948, 4.4644], [-3.5815, -2.2108, 4.6735], [-2.0435, 2.9151, 5.0308], [-3.5052, 2.9288, 4.2059], [-3.0108, 2.6153, 5.0018], [3.3387, 2.4504, 3.7958], [3.6512, 1.0222, 3.6794], [2.9265, 1.5385, 4.1135], [0.8977, -4.7901, -4.6353], [2.1200, -4.1784, -3.7109], [1.2446, -3.9810, -4.1421], [-1.2826, 1.7118, -1.6747], [-0.9249, 2.2751, -0.3759], [-0.5022, 1.6755, -1.1495], [5.2419, -2.7621, -2.5341], [4.0827, -1.9662, -2.9535], [4.4284, -2.4058, -2.2975], [-5.3850, -3.2950, 0.4330], [-5.7739, -2.9615, 1.1216], [2.2191, 4.1522, 3.0048], [1.1990, 3.9148, 2.0746], [1.2654, 4.2610, 3.0200], [1.8935, -3.6386, 2.4698], [-1.5370, -3.7115, 3.1709], [1.0883, -1.7581, -3.1679], [3.2797, 4.2233, -3.3708], [-1.0207, -1.9385, -3.2707], [-6.2030, -2.1055, 0.7503], [4.4218, -3.8876, 2.4517], [4.8552, -3.3207, 1.7043], [3.8931, -3.3043, 2.9449], [-2.2333, 3.5211, -0.7006], [-2.9998, 3.1111, -0.2674], [-1.7757, 3.9014, 0.0361], [6.1617, 1.5866, 1.9908], [5.8852, 2.4667, 1.7328], [5.4175, 1.1531, 1.5394], [-3.7316, -2.7739, -0.7598], [-4.1773, -2.5982, -1.5595], [-2.7968, -2.3631, -0.9049], [0.5968, -1.2895, 3.0149], [-0.1986, -1.1338, 2.7298], [0.9743, -2.0117, 3.4610], [4.8080, -0.6992, 2.0851], [4.2125, -0.1186, 2.5403], [5.7231, -0.6241, 2.6266], [-1.8651, 6.0103, -0.2134], [-2.8245, 5.9989, -0.2488], [-1.6432, 6.2950, -1.0881]],
  "lowdin_charge": [-0.1048, 0.0274, 0.0085, 0.0251, 0.0020, -0.0492, 0.0682, 0.0714, -0.1131, -0.0661, 0.1230, -0.0367, 0.0774, -0.0600, -0.0198, 0.0158, 0.0111, -0.1229, -0.0132, -0.0197, -0.0275, -0.0573, -0.1093, 0.0319, -0.0228, 0.0371, 0.0914, -0.2004, -0.0447, -0.0239, 0.0516, 0.0554, -0.0288, 0.0156, 0.0905, -0.0941, -0.0048, 0.0256, -0.0809, 0.0557, 0.0946, -0.1239, 0.0842, -0.0033, -0.1370, -0.0109, -0.1117, 0.1052, -0.0084, -0.0177, 0.0082, 0.0768, -0.0900, 0.0672, 0.0497, -0.1654, 0.0320, -0.0796, -0.0636, 0.0840, -0.0187, -0.0369, 0.0102, -0.0729, 0.0060, 0.0998, -0.1361, 0.1007, 0.0440, -0.1557, 0.0121, -0.0200, -0.0242, 0.0489, 0.0242, -0.1315, 0.1231, 0.0353, -0.1349, 0.0699, 0.0425, -0.1174, -0.0447, 0.0940, -0.1095, 0.0459, -0.0721, 0.0482, -0.0843, -0.0170, 0.0065, 0.0733, -0.0927, 0.0378, -0.0178, 0.0359, 0.0724, -0.0496, 0.1145, -0.0931, 0.0806, -0.0371, -0.0678, 0.0691, 0.0095, -0.0844, -0.0046, -0.0088, -0.0617, 0.0298, 0.0687, 0.0335, -0.0639, -0.0059, -0.1086, -0.0317, 0.1349, -0.0896, 0.0242, 0.0229],
  "homo_energy_ha": [-0.0042, -0.2957],
  "total_charge": -1,
  "e_above_lowest_kj_mol": 1224.9,
  "spin_multiplicity": 2,
  "orbital_gap_ha": [0.06996, 0.35712],
  "molar_mass_da": 720.60,
  "e_tot_ev": -83187.5481
}